C29H38BeCl3F10KN4O16S4 | ωB97M-V/def2-TZVPD

Each line ends with the Mulliken charge.
Element x y z (Å)
O (1.66424, 0.33361, -6.43002)  -0.48
C (1.74522, -0.08423, -5.21017)  0.36
C (0.89730, -1.14109, -4.75194)  -0.44
C (1.01675, -1.58793, -3.47323)  -0.40
C (1.95556, -1.03926, -2.57000)  0.10
C (2.76067, 0.04616, -3.05836)  0.55
C (2.66964, 0.52011, -4.33417)  -0.63
S (3.91159, 0.73291, -1.92142)  -0.43
C (2.89957, 0.69400, -0.47018)  0.24
C (2.92075, 1.73718, 0.43009)  -0.14
C (2.08301, 1.65152, 1.55153)  0.03
C (1.25726, 0.56848, 1.72920)  -1.99
C (1.27578, -0.46908, 0.80739)  0.07
C (2.08446, -0.43819, -0.30622)  -0.13
N (2.14216, -1.47838, -1.28520)  0.85
C (1.40161, -2.69653, -0.92489)  -1.56
C (2.17766, -3.44424, 0.17746)  -0.61
C (3.69189, -3.41799, -0.04454)  -0.52
S (4.18325, -3.91253, -1.73634)  -0.23
H (1.07077, -0.32054, -6.88909)  0.21
H (0.18027, -1.55590, -5.44973)  0.50
H (0.36990, -2.38879, -3.15550)  0.50
H (3.32558, 1.31852, -4.64221)  0.55
H (3.59232, 2.57687, 0.22712)  0.31
H (2.09043, 2.47253, 2.25644)  0.35
H (0.60651, 0.54947, 2.59002)  0.67
H (0.61721, -1.29983, 0.99863)  0.40
H (0.38561, -2.49246, -0.58942)  0.55
H (1.33080, -3.39388, -1.74793)  0.63
H (1.87069, -4.48780, 0.21481)  0.53
H (1.99514, -3.01612, 1.16229)  0.27
H (4.18187, -4.10135, 0.64081)  0.39
H (4.10269, -2.43214, 0.15762)  0.23
H (5.03960, -2.92342, -2.03213)  0.13
N (0.65509, -2.40172, -8.00933)  1.11
O (-0.04585, -1.37329, -7.75107)  -0.70
O (0.12131, -3.42713, -8.40165)  -0.66
O (1.88708, -2.32290, -7.82961)  -0.59
C (4.58082, -3.95115, -8.62530)  0.20
Cl (4.35584, -4.33408, -6.92329)  -0.11
Cl (5.67287, -2.57451, -8.81761)  -0.15
Cl (5.18598, -5.35352, -9.51100)  -0.15
H (3.61432, -3.67693, -9.03059)  0.18
Be (1.16141, 4.21534, 0.69067)  0.33
C (-3.43694, -1.61398, -8.94164)  -1.26
C (-2.99709, -1.77261, -7.50467)  0.15
O (-4.11273, -1.74846, -6.58685)  -0.37
C (-4.85792, -2.84162, -6.54341)  0.76
O (-4.70084, -3.85113, -7.17384)  -0.54
O (-5.84162, -2.62803, -5.64796)  -0.30
C (-6.78124, -3.66414, -5.53495)  -0.52
H (-4.03571, -0.70841, -9.05840)  0.33
H (-2.56659, -1.55379, -9.59337)  0.35
H (-4.05201, -2.45385, -9.26195)  0.33
H (-2.36842, -0.93541, -7.21935)  0.14
H (-2.41307, -2.68016, -7.36282)  0.29
H (-6.30820, -4.62201, -5.29971)  0.31
H (-7.39549, -3.73385, -6.42811)  0.27
H (-7.48212, -3.38700, -4.63383)  0.35
F (-8.78327, -2.96830, -4.35480)  -0.46
K (4.50614, 3.82276, 1.52083)  0.90
C (-1.93525, -0.71547, 8.88041)  0.59
F (-2.72537, -0.29124, 9.86394)  -0.22
F (-1.13703, -1.66937, 9.37025)  -0.23
F (-2.70620, -1.27958, 7.94261)  -0.23
S (-0.96126, 0.68270, 8.19451)  1.12
O (-0.17150, 1.14922, 9.29430)  -0.67
O (-1.94219, 1.59641, 7.67890)  -0.70
N (-0.17773, -0.14773, 7.08627)  -0.34
S (0.82941, 0.65713, 6.18839)  0.98
O (2.02803, 1.11570, 6.82903)  -0.68
O (0.24058, 1.56613, 5.23147)  -0.57
C (1.37432, -0.73971, 5.13841)  0.64
F (0.35253, -1.27922, 4.44825)  -0.25
F (1.94454, -1.72908, 5.81712)  -0.26
F (2.25833, -0.26811, 4.24823)  -0.22
C (-2.04419, 4.75236, 8.16079)  -0.69
C (-2.26222, 5.79372, 7.08156)  -0.20
O (-1.14241, 5.85807, 6.19560)  -0.48
H (-1.14553, 4.97939, 8.73620)  0.28
H (-2.89535, 4.70648, 8.84253)  0.34
H (-1.90298, 3.76891, 7.71532)  0.04
H (-2.38537, 6.78753, 7.51181)  0.34
H (-3.16217, 5.55723, 6.50122)  0.18
H (-1.03628, 4.98339, 5.80724)  0.27
C (5.95364, -6.04701, 3.66439)  -0.73
N (5.23822, -4.74112, 3.67434)  0.88
O (4.31418, -4.60875, 4.44147)  -0.50
O (5.63746, -3.88982, 2.90123)  -0.51
H (5.49044, -6.69672, 4.39710)  0.30
H (5.86632, -6.45922, 2.66363)  0.28
H (6.99171, -5.85133, 3.91465)  0.30
C (-4.26266, 8.15510, 1.73137)  -1.14
C (-4.31159, 7.19634, 2.90015)  -0.19
O (-3.74373, 5.91714, 2.54266)  -0.33
C (-2.43180, 5.82061, 2.63156)  0.41
O (-1.66583, 6.67172, 2.96862)  -0.49
C (-2.00072, 4.39041, 2.27260)  0.72
F (-2.62346, 3.92321, 1.19073)  -0.27
F (-2.23254, 3.54899, 3.26831)  -0.23
F (-0.65978, 4.34619, 2.01333)  -0.23
H (-4.75324, 7.72042, 0.85993)  0.30
H (-4.76127, 9.08864, 1.98760)  0.39
H (-3.23326, 8.37764, 1.44992)  0.31
H (-5.34211, 6.99362, 3.18158)  0.36
H (-3.80691, 7.60154, 3.77558)  0.28

Output
LUMO (eV): -6.5721
HOMO-LUMO gap (eV): 1.40